(1)
DFT (ωB97M-V/def2-TZVPD) results for a structure of composition C19H53Br6N11O12P2 in a non-equilibrium geometry.

```
103
C19H53Br6N11O12P2 | OMol25 | ωB97M-V/def2-TZVPD
C 0.01789 1.17565 -3.18159
N -0.79561 2.23802 -3.83641
O -1.98597 2.01466 -3.94258
O -0.23700 3.27050 -4.12659
H 1.03232 1.35106 -3.52826
H -0.34460 0.21283 -3.52666
H -0.05360 1.23078 -2.09939
C 2.97934 -4.03700 4.17874
N 3.76402 -4.23232 2.92097
O 4.78517 -3.59271 2.77803
O 3.32757 -5.04894 2.12869
H 1.97374 -3.79372 3.83824
H 3.37695 -3.16089 4.67802
H 2.99599 -4.97767 4.71566
C -5.73100 -2.16308 -2.55245
N -5.96424 -2.32595 -1.09542
O -5.17578 -1.79612 -0.33080
O -6.87895 -3.03995 -0.74509
H -5.22180 -1.23498 -2.77425
H -6.73556 -2.13557 -2.97350
H -5.28890 -3.07545 -2.94534
C -5.66113 0.21060 1.86652
N -4.77367 1.41447 1.89572
O -3.93031 1.44980 2.77667
O -4.99940 2.30785 1.10334
H -6.16281 0.32265 0.90785
H -6.37980 0.31058 2.67315
H -5.09764 -0.71272 1.84205
C -6.71379 2.79433 -1.62877
N -6.42910 1.40473 -2.11193
O -7.16222 0.90105 -2.93758
O -5.38234 0.94292 -1.68920
H -5.93785 3.46952 -1.96702
H -6.79580 2.75356 -0.54759
H -7.68873 3.03321 -2.04891
O 6.04911 2.39770 1.84446
P 5.03828 2.83027 0.86315
N 5.73990 3.82060 -0.31878
C 5.25219 3.96243 -1.67919
C 6.64626 4.86711 0.08578
N 3.76780 3.77511 1.42158
C 3.48081 3.75691 2.86245
C 2.88096 4.55862 0.57960
N 4.31767 1.59218 -0.03232
C 2.95014 1.12858 0.10605
C 5.19752 0.80008 -0.88602
H 6.09707 4.08552 -2.36723
H 4.72959 4.91965 -1.82573
H 4.62946 3.10061 -1.90027
H 6.97774 4.68564 1.10886
H 6.17059 5.85025 -0.01399
H 7.56745 4.86028 -0.50842
H 3.77821 2.80465 3.30299
H 4.08115 4.52286 3.36382
H 2.41689 3.91570 3.00736
H 3.32963 5.52464 0.32459
H 2.68391 4.03416 -0.35811
H 1.93474 4.73800 1.08318
H 2.28154 1.91293 -0.25810
H 2.81618 0.29035 -0.57654
H 2.69309 0.77411 1.10640
H 6.19303 1.23396 -0.91707
H 4.70558 0.63129 -1.84876
H 5.29405 -0.21099 -0.46617
O 0.76595 -0.98416 -0.61172
P -0.24950 -1.91092 -0.06566
N 0.24273 -3.50511 -0.18462
C -0.59680 -4.57426 0.34132
C 1.64059 -3.89413 -0.38517
N -1.81273 -1.74782 -0.64930
C -2.47890 -0.47049 -0.44249
C -2.53874 -2.75548 -1.41349
N -0.49539 -1.71658 1.62155
C 0.66137 -1.29230 2.40775
C -1.55164 -2.39863 2.35188
H -1.62836 -4.28223 0.50232
H -0.13210 -4.99678 1.24282
H -0.56117 -5.42645 -0.34784
H 1.96621 -3.33733 -1.25833
H 1.85900 -4.95793 -0.41399
H 2.21018 -3.53298 0.47836
H -2.97363 -0.40282 0.53544
H -1.78506 0.36542 -0.49410
H -3.28361 -0.33168 -1.16401
H -3.12104 -2.20659 -2.14554
H -1.82648 -3.47645 -1.79809
H -3.24090 -3.32879 -0.79308
H 1.57549 -1.77163 2.04899
H 0.71305 -0.20507 2.37130
H 0.52978 -1.49230 3.47354
H -2.46285 -2.38347 1.74811
H -1.85058 -1.81340 3.22625
H -1.25403 -3.40680 2.64299
C -0.23674 -4.00442 -4.49031
Br 0.85571 -2.60841 -3.58890
Br -2.11172 -3.43314 -4.55375
Br -0.07751 -5.62089 -3.46082
H 0.08211 -4.27597 -5.48620
C -0.75883 2.65598 2.80977
Br 0.35047 1.78648 4.15223
Br -0.38612 2.16586 0.95897
Br -0.70045 4.62772 3.02519
H -1.76372 2.29908 2.99074
```

Results
F_max = 1.968 eV/A
E_tot = -500343.9439 eV
Orbital gap = 7.568 eV
E_HOMO = -7.98 eV
Molecular weight = 1169.07 g/mol

Atom charges from the Löwdin analysis, given in e for atoms 1 to 4: C 0.035; N -0.451; O 0.053; O 0.069

=====

(2)
DFT (ωB97M-V/def2-TZVPD) results for a cluster of 7 separate species, C19H53O9P2 in total in a non-equilibrium geometry.

```
83
C19H53O9P2 | OMol25 | ωB97M-V/def2-TZVPD
C 5.04052 -0.97119 1.06896
P 3.57829 -1.87926 1.38626
P 1.89317 -0.52894 1.49305
O 1.54277 -0.10650 2.88108
O 2.15348 0.79686 0.55068
O 0.58168 -1.12368 0.71386
H 5.59334 -0.92972 2.01368
H 4.96144 0.04216 0.65874
H 3.20531 -2.54940 0.17938
H 3.04193 1.13511 0.72744
H -0.18627 -0.83791 1.21853
C 2.29674 2.13658 -2.98804
C 2.85204 0.75970 -3.31377
C 1.78730 -0.13961 -3.92835
O 3.42786 0.16162 -2.16878
H 1.48404 2.04390 -2.26262
H 3.07972 2.76160 -2.55523
H 1.89344 2.63233 -3.87271
H 3.68459 0.86224 -4.01653
H 0.96610 -0.27853 -3.21948
H 2.20633 -1.11853 -4.16211
H 1.37731 0.29814 -4.84188
H 2.73856 0.04804 -1.50038
C -1.40051 2.83103 4.69091
C -1.16066 1.57627 5.51816
C 0.30629 1.41665 5.86474
O -1.61958 0.41469 4.82582
H -0.81833 2.78153 3.76628
H -2.45672 2.92718 4.43473
H -1.08777 3.72430 5.23560
H -1.77563 1.61720 6.42196
H 0.86088 1.33021 4.92507
H 0.47628 0.50597 6.43879
H 0.69457 2.27043 6.42327
H -1.01807 0.27615 4.08167
C -0.87162 3.89916 0.42005
C 0.47173 4.56024 0.69464
C 1.12138 5.07690 -0.58084
O 1.32827 3.67970 1.40013
H -0.73945 3.03485 -0.23652
H -1.31920 3.55412 1.35243
H -1.56619 4.59251 -0.06100
H 0.32208 5.39850 1.38181
H 1.30840 4.24918 -1.26988
H 2.07446 5.55661 -0.35678
H 0.47732 5.80357 -1.08369
H 1.51236 2.89987 0.85737
C 0.48806 -5.01022 0.70947
C 1.32161 -5.38799 -0.50044
C 0.46991 -5.93377 -1.63663
O 2.34350 -6.32629 -0.15461
H -0.03020 -5.89418 1.09924
H 1.12415 -4.60149 1.49518
H -0.26642 -4.26864 0.45025
H 1.86108 -4.50392 -0.84602
H -0.04721 -6.84397 -1.31489
H 1.09283 -6.17793 -2.49763
H -0.28754 -5.20927 -1.94033
H 1.90520 -7.11530 0.18037
C -5.14472 -4.87331 1.49721
C -3.66022 -5.19120 1.58159
C -3.10623 -4.97947 2.98113
O -2.91984 -4.43966 0.62547
H -5.31887 -3.82464 1.75544
H -5.51535 -5.04347 0.48633
H -5.71893 -5.49001 2.19089
H -3.49826 -6.23044 1.28362
H -3.22337 -3.93365 3.27980
H -2.04432 -5.22181 3.01131
H -3.63066 -5.59848 3.71127
H -3.00219 -3.50491 0.84355
C -0.41134 4.36857 -5.51565
C -1.35885 3.51037 -4.69262
C -2.77278 4.07038 -4.68475
O -0.87206 3.33803 -3.36698
H -0.35170 5.37536 -5.09100
H 0.59066 3.94030 -5.51809
H -0.75654 4.45717 -6.54729
H -1.37631 2.49785 -5.10351
H -2.77766 5.06992 -4.23936
H -3.43175 3.43133 -4.09750
H -3.17168 4.15067 -5.69750
H -0.82195 4.20232 -2.94383
```

Results
F_max = 1.033 eV/A
E_tot = -57569.9659 eV
Orbital gap = 5.296 eV
E_HOMO = -3.06 eV
Charge = -1
Molecular weight = 487.57 g/mol

Atom charges from the Löwdin analysis, given in e for atoms 1 to 4: C -0.542; P 0.546; P 0.272; O -0.390

=====

(3)
DFT (ωB97M-V/def2-TZVPD) results for a structure of composition C19H54B4Mg2O9S4 in a non-equilibrium geometry.

```
92
C19H54B4Mg2O9S4 | OMol25 | ωB97M-V/def2-TZVPD
Mg 20.77364 -10.74786 -12.86137
Mg 18.43297 -11.45624 -9.43815
B 19.98151 -11.17752 -10.93029
H 20.38510 -12.03768 -11.44165
H 18.95117 -11.00453 -11.19993
H 20.06750 -11.22249 -9.85566
H 20.51711 -10.30054 -11.25935
B 19.35573 -11.44086 -14.14290
H 18.53398 -11.84127 -14.71617
H 19.62699 -12.16303 -13.38849
H 20.25610 -11.34657 -14.73000
H 19.18443 -10.45297 -13.74418
B 22.62698 -11.42064 -12.89587
H 23.65366 -11.74725 -12.83667
H 22.42467 -11.03423 -13.88278
H 21.94707 -12.25170 -12.78959
H 22.41561 -10.64965 -12.17120
B 18.38236 -9.52737 -8.67449
H 18.99983 -10.24350 -8.15476
H 18.51016 -9.65152 -9.73868
H 17.35731 -9.70515 -8.38830
H 18.72483 -8.53795 -8.41371
C 22.27302 -7.98867 -10.07624
C 22.91183 -7.36538 -8.82664
O 24.10542 -7.19179 -8.77163
C 21.84910 -7.03118 -7.85314
H 22.71304 -7.57098 -10.98179
H 21.19333 -7.84110 -10.10056
H 22.39338 -9.06382 -9.94338
H 21.32512 -6.11440 -8.12342
H 22.33894 -6.87288 -6.89235
H 21.19893 -7.90532 -7.81780
C 15.26601 -11.05019 -13.93997
C 15.40662 -9.65547 -13.36483
C 14.93199 -9.70770 -11.86024
S 15.53575 -11.37701 -11.26293
O 14.37347 -12.11017 -10.77298
O 16.78523 -11.34964 -10.44773
C 16.03389 -11.98873 -12.97959
H 15.48119 -11.09185 -15.00771
H 14.23111 -11.38720 -13.88072
H 14.70495 -8.99052 -13.86843
H 16.37395 -9.24359 -13.65245
H 13.85430 -9.58492 -11.75253
H 15.36118 -8.95456 -11.19943
H 15.78775 -13.04376 -13.09969
H 17.10784 -11.89408 -13.14017
C 20.46643 -16.42486 -11.26178
C 19.77212 -16.83894 -9.90238
C 18.39546 -16.21007 -9.90065
S 18.49902 -14.61106 -10.87345
O 18.48153 -13.42868 -10.02792
O 17.60389 -14.73608 -12.05193
C 20.24064 -14.88620 -11.34819
H 19.85551 -16.78919 -12.08770
H 21.51636 -16.66314 -11.43199
H 20.44572 -16.58356 -9.08437
H 19.71237 -17.92068 -9.78252
H 18.03318 -15.94547 -8.90725
H 17.57747 -16.83450 -10.25992
H 20.75538 -14.31310 -10.57702
H 20.50593 -14.36454 -12.26775
C 22.72933 -11.11923 -6.47505
C 21.52275 -11.18286 -5.58596
C 21.03557 -12.69308 -5.62530
S 20.98531 -13.08260 -7.49200
O 19.76609 -12.44083 -8.03207
O 21.45835 -14.42442 -7.89806
C 22.43599 -11.91702 -7.80944
H 23.52555 -11.58142 -5.89151
H 23.04630 -10.09362 -6.66414
H 20.71229 -10.53104 -5.91211
H 21.72160 -10.87577 -4.55919
H 20.17483 -12.99422 -5.02818
H 21.82286 -13.34936 -5.25439
H 22.18748 -11.25148 -8.63612
H 23.25016 -12.52974 -8.19648
C 23.79147 -8.16002 -15.44087
C 22.95926 -8.42779 -16.70998
C 21.57847 -8.81132 -16.23297
S 21.22246 -7.94103 -14.58895
O 20.98668 -8.95480 -13.54718
O 20.32968 -6.80184 -14.77169
C 22.96947 -7.28947 -14.49512
H 24.68579 -7.63047 -15.76931
H 24.04916 -9.08346 -14.92226
H 23.35283 -9.19848 -17.37273
H 22.87357 -7.49430 -17.26617
H 21.58169 -9.89035 -16.07875
H 20.70473 -8.53761 -16.82438
H 23.27164 -7.19736 -13.45190
H 22.89731 -6.30452 -14.95639
```

Results
F_max = 4.231 eV/A
E_tot = -95934.5483 eV
Orbital gap = 9.483 eV
E_HOMO = -9.27 eV
Molecular weight = 646.76 g/mol

Atom charges from the Löwdin analysis, given in e for atoms 1 to 4: Mg 0.309; Mg 0.507; B -0.418; H -0.006

=====

(4)
DFT (ωB97M-V/def2-TZVPD) results for a structure of composition C19H55BF3HgO10S in a non-equilibrium geometry.

```
90
C19H55BF3HgO10S | OMol25 | ωB97M-V/def2-TZVPD
Hg -10.23492 -20.14706 2.29146
O -13.88463 -23.34951 2.93252
H -13.50621 -22.44245 3.29525
H -13.54014 -24.17763 3.46450
H -13.79463 -23.39189 1.94467
B -12.14601 -20.84809 3.36827
H -11.79038 -19.79200 3.94606
H -11.39868 -21.80709 3.57842
H -13.26268 -21.12984 3.75641
H -12.29664 -20.59895 2.12854
C -9.62774 -24.15109 -0.43967
F -8.41448 -24.25331 -0.00048
F -9.63918 -23.35745 -1.52200
F -10.10289 -25.28520 -0.79693
S -10.71071 -23.41270 0.84858
O -10.49305 -24.26008 1.98521
O -10.13944 -22.09334 1.08109
O -12.06341 -23.29528 0.36693
C -13.94983 -23.41349 6.79457
C -12.68040 -24.09513 6.39584
C -12.27755 -25.23860 7.31918
O -12.91034 -24.61716 5.03658
H -14.75351 -24.14742 6.78442
H -14.16772 -22.61398 6.07883
H -13.87055 -22.90476 7.75356
H -11.85095 -23.37158 6.34759
H -11.20712 -25.45071 7.22910
H -12.80764 -26.15535 7.07919
H -12.37990 -24.91125 8.35826
H -12.12771 -25.18053 4.83517
C -12.26555 -21.37902 -2.70934
C -13.65469 -21.10080 -2.14601
C -14.53809 -22.35712 -2.25544
O -13.56524 -20.77122 -0.73968
H -11.67839 -20.46279 -2.87261
H -12.31755 -21.83611 -3.69788
H -11.69557 -21.96331 -1.98639
H -14.13352 -20.26765 -2.65312
H -15.49019 -21.99841 -1.82032
H -14.21615 -23.19962 -1.65540
H -14.88682 -22.56514 -3.26914
H -13.26400 -21.60132 -0.32534
C -8.18708 -22.19265 5.88028
C -7.79210 -21.93817 4.46931
C -7.99040 -23.17182 3.62452
O -8.70499 -20.90797 3.95664
H -8.29800 -21.28983 6.47710
H -7.57006 -22.97578 6.31688
H -9.20794 -22.60413 5.88917
H -6.72939 -21.68970 4.44140
H -7.90117 -22.97855 2.56036
H -8.94398 -23.64964 3.83885
H -7.21252 -23.87485 3.95064
H -8.12422 -20.12289 3.93619
C -8.46198 -27.24914 1.84782
C -9.11734 -27.61233 3.18312
C -8.17095 -27.51013 4.36448
O -10.20827 -26.67962 3.36970
H -9.13671 -27.56333 1.04718
H -7.53893 -27.81140 1.68056
H -8.22654 -26.18620 1.80995
H -9.59784 -28.58705 3.08119
H -7.96273 -26.48179 4.64650
H -7.20268 -27.93447 4.07694
H -8.55541 -28.12852 5.17435
H -10.28197 -26.07275 2.61996
C -7.56968 -19.76887 -1.25413
C -7.54879 -20.43838 0.12941
C -6.11338 -20.58342 0.63674
O -8.33261 -19.61606 1.09280
H -8.59445 -19.64080 -1.61168
H -7.08052 -20.45508 -1.94952
H -7.07630 -18.79650 -1.28234
H -7.98126 -21.42795 0.00398
H -6.07157 -21.33763 1.43358
H -5.72265 -19.65400 1.07637
H -5.39645 -20.88890 -0.12028
H -7.78617 -18.88960 1.42846
C -14.65046 -27.21529 2.88148
C -13.24019 -27.26490 2.28917
C -13.06949 -28.32112 1.21065
O -12.95419 -25.96506 1.72790
H -15.02080 -28.22411 3.05648
H -15.27810 -26.68886 2.15213
H -14.71954 -26.61089 3.78472
H -12.57190 -27.54158 3.10411
H -12.00157 -28.51448 1.04255
H -13.49599 -28.09992 0.22790
H -13.44792 -29.28923 1.55639
H -13.09435 -26.00240 0.77679
```

Results
F_max = 2.701 eV/A
E_tot = -64899.6796 eV
Orbital gap = 7.340 eV
E_HOMO = -11.95 eV
Charge = +1
Molecular weight = 744.10 g/mol

Atom charges from the Löwdin analysis, given in e for atoms 1 to 4: Hg 1.223; O 0.153; H 0.080; H 0.145

=====

(5)
DFT (ωB97M-V/def2-TZVPD) results for a cluster of 7 separate species, C19H55IO6P2 in total.

```
83
C19H55IO6P2 | OMol25 | ωB97M-V/def2-TZVPD
C 1.34150 -0.07594 -0.46452
C 0.93377 1.40601 -0.37916
P -0.28803 1.92006 -1.67694
C -0.94863 3.43082 -0.83324
C -1.50088 4.48154 -1.79552
P -2.09831 0.56165 -1.23446
C -3.60828 -0.51236 -0.86812
C -4.81230 0.33833 -0.45145
C -5.39325 -0.02105 0.91932
I -7.50661 -0.34524 0.95331
H 2.42557 -0.20248 -0.44904
H 0.99001 -0.55275 -1.38363
H 0.95043 -0.65752 0.37152
H 1.80785 2.04840 -0.54102
H 0.57072 1.66060 0.62103
H -0.13385 3.84799 -0.23543
H -1.73127 3.13091 -0.11653
H -2.00561 5.29107 -1.26161
H -0.69786 4.92593 -2.38715
H -2.22350 4.05816 -2.49968
H -2.19314 1.10877 0.09564
H -2.80607 1.31018 -2.21694
H -1.33060 -0.58574 -1.60281
H -3.80252 -1.10668 -1.76708
H -3.31732 -1.21272 -0.07707
H -4.51204 1.39629 -0.40996
H -5.58573 0.29479 -1.21836
H -4.98337 -0.94320 1.32272
H -5.23758 0.77259 1.64662
C -4.90477 3.24436 4.16421
C -4.51539 1.80977 4.46285
O -5.64124 0.95636 4.61484
H -5.54720 3.63741 4.95214
H -4.01831 3.87657 4.08722
H -5.44497 3.31154 3.21619
H -3.97679 1.74566 5.40870
H -3.84315 1.43068 3.68245
H -6.14468 0.97596 3.79458
C 2.63001 -4.70002 -0.69228
C 3.39487 -3.39528 -0.62833
O 3.12996 -2.65833 0.56305
H 1.55785 -4.51690 -0.61217
H 2.83920 -5.22804 -1.62225
H 2.92836 -5.36350 0.12392
H 3.09402 -2.73157 -1.44005
H 4.46964 -3.57749 -0.73532
H 3.38966 -3.19505 1.31755
C -0.59144 2.13177 -6.91246
C -0.45665 1.70801 -5.46410
O -0.56390 0.29734 -5.29562
H -1.53882 1.78651 -7.32724
H -0.54850 3.21904 -6.99817
H 0.21914 1.71935 -7.51860
H -1.26597 2.12288 -4.86229
H 0.47469 2.07966 -5.02666
H 0.15400 -0.12112 -5.77868
C 5.53714 -9.31262 -1.08803
C 4.25944 -8.49844 -1.05199
O 4.23683 -7.46905 -2.03370
H 6.40569 -8.66823 -0.95202
H 5.53410 -10.06579 -0.29845
H 5.64005 -9.83358 -2.04281
H 4.16227 -7.98079 -0.09698
H 3.38651 -9.15167 -1.15794
H 4.30393 -7.87419 -2.90320
C -0.41122 4.33686 4.21180
C -0.23109 3.57767 2.91161
O 0.92941 3.98130 2.19940
H -0.46672 5.40930 4.02362
H -1.32698 4.02257 4.71637
H 0.42455 4.14738 4.88887
H -1.06891 3.76773 2.23940
H -0.20324 2.49800 3.10543
H 1.69560 3.77028 2.74628
C 4.75656 0.48237 1.77623
C 3.48426 0.65148 2.57980
O 2.97430 1.98243 2.51378
H 5.52526 1.17722 2.11634
H 5.13197 -0.53729 1.86940
H 4.56775 0.66360 0.71494
H 3.66858 0.47169 3.63983
H 2.73506 -0.06795 2.24298
H 2.76615 2.18577 1.59512
```

Results
F_max = 0.195 eV/A
E_tot = -59554.3494 eV
Orbital gap = 7.832 eV
SMILES string = CCP(CC)[PH3]CCCI.CCO.CCO.CCO.CCO.CCO.CCO
E_HOMO = -7.29 eV
Molecular weight = 568.50 g/mol

Atom charges from the Löwdin analysis, given in e for atoms 1 to 4: C -0.188; C -0.498; P 0.787; C -0.518

=====

The lowest orbital gap belongs to which entry? C19H53O9P2

=====

The lowest E_tot belongs to which entry? C19H53Br6N11O12P2

=====

Which of these has the highest F_max? C19H54B4Mg2O9S4

=====

What is the E_tot in the fifth record? -59554.3494 eV